{"formula": "C40H75N5O10S5", "method": "ωB97M-V/def2-TZVPD", "spin_multiplicity": 1, "smiles": "O=S1(=O)CCCC1.O=S1(=O)CCCC1.O=S1(=O)CCCC1.O=S1(=O)CCCC1.O=S1(=O)CCCC1.CCCC#N.CCCC#N.CCCC#N.CCCC#N.CCCC#N", "homo_energy_ev": -10.30, "energy_ha": -4586.0856, "lumo_energy_ha": 0.009, "symbols": ["O", "S", "O", "C", "C", "C", "C", "H", "H", "H", "H", "H", "H", "H", "H", "O", "S", "O", "C", "C", "C", "C", "H", "H", "H", "H", "H", "H", "H", "H", "O", "S", "O", "C", "C", "C", "C", "H", "H", "H", "H", "H", "H", "H", "H", "O", "S", "O", "C", "C", "C", "C", "H", "H", "H", "H", "H", "H", "H", "H", "O", "S", "O", "C", "C", "C", "C", "H", "H", "H", "H", "H", "H", "H", "H", "C", "C", "C", "C", "N", "H", "H", "H", "H", "H", "H", "H", "C", "C", "C", "C", "N", "H", "H", "H", "H", "H", "H", "H", "C", "C", "C", "C", "N", "H", "H", "H", "H", "H", "H", "H", "C", "C", "C", "C", "N", "H", "H", "H", "H", "H", "H", "H", "C", "C", "C", "C", "N", "H", "H", "H", "H", "H", "H", "H"], "coordinates": [[1.115874, -0.848399, -3.490845], [2.056765, -1.718473, -4.219870], [2.082747, -1.616617, -5.640179], [3.639294, -1.434204, -3.460398], [3.638391, -2.531805, -2.356741], [3.086737, -3.830628, -2.960804], [1.766360, -3.352232, -3.637557], [3.627867, -0.356479, -3.190319], [4.430771, -1.670887, -4.220443], [4.671505, -2.563045, -1.996275], [2.963665, -2.188893, -1.599525], [2.823388, -4.491962, -2.123292], [3.701586, -4.305332, -3.748650], [0.857005, -3.482108, -3.024308], [1.552849, -4.024299, -4.411625], [4.592773, 1.620377, 1.707972], [4.646493, 0.697936, 0.573905], [3.728099, 0.856281, -0.525852], [6.349345, 0.681798, -0.082722], [6.736377, -0.772844, -0.254456], [6.082960, -1.536767, 0.855232], [4.709892, -0.941524, 1.256696], [6.959083, 1.206004, 0.643357], [6.341758, 1.227442, -0.993307], [6.365596, -1.054970, -1.296090], [7.830366, -0.914064, -0.204907], [6.745082, -1.557619, 1.697593], [6.075295, -2.558635, 0.543679], [4.662762, -0.895412, 2.313192], [3.946476, -1.578704, 0.908075], [-6.490153, 0.466150, 3.813650], [-5.157471, 0.992645, 3.798002], [-4.903393, 2.375082, 3.591038], [-4.211539, 0.530470, 5.236787], [-2.877693, -0.061340, 4.839105], [-2.748236, 0.310121, 3.307044], [-4.105952, 0.158128, 2.688728], [-4.714298, -0.200025, 5.852543], [-4.118481, 1.450590, 5.768185], [-2.111354, 0.384893, 5.409333], [-2.853535, -1.117005, 4.974642], [-2.040656, -0.426528, 2.870049], [-2.373524, 1.328114, 3.225850], [-4.452853, -0.894179, 2.549085], [-4.241446, 0.538536, 1.691902], [-2.354240, 5.794248, -1.857853], [-1.105190, 5.744082, -1.096290], [-1.040946, 6.081816, 0.315680], [-0.307445, 4.059900, -1.231816], [1.196581, 4.368946, -1.403853], [1.431074, 5.900856, -1.057073], [0.219445, 6.625000, -1.737201], [-0.809870, 3.692153, -2.104978], [-0.602331, 3.583036, -0.321355], [1.813153, 3.803105, -0.741885], [1.485995, 4.252024, -2.479553], [2.391747, 6.259784, -1.491251], [1.240458, 6.006128, -0.001790], [0.277792, 6.628502, -2.806702], [0.182987, 7.647903, -1.388202], [-0.295396, -0.756036, 1.517238], [0.207197, -0.957637, 0.155392], [1.541228, -1.459888, -0.072113], [-1.022955, -1.786009, -0.765454], [-2.005274, -0.710203, -1.263811], [-1.227013, 0.564938, -1.554824], [0.002538, 0.624627, -0.678000], [-1.396522, -2.596636, -0.163750], [-0.526567, -2.254566, -1.546898], [-2.505767, -1.084684, -2.130635], [-2.719628, -0.587526, -0.406115], [-1.831600, 1.473614, -1.301111], [-0.967441, 0.636626, -2.603853], [-0.153324, 1.302277, 0.146979], [0.929127, 0.895220, -1.227685], [2.360692, -3.077656, 5.028408], [2.544190, -4.034235, 3.824636], [1.632858, -3.729023, 2.631732], [2.132074, -4.241490, 1.343389], [2.487501, -4.524999, 0.302208], [3.152384, -3.237161, 5.740441], [1.544280, -3.386533, 5.656002], [2.307632, -2.049620, 4.686327], [2.531873, -5.076706, 4.075837], [3.583682, -3.910526, 3.466687], [1.463788, -2.657028, 2.499150], [0.681503, -4.162369, 2.818148], [-2.517876, 0.990785, -6.554466], [-2.501731, -0.278189, -5.799754], [-1.148061, -0.949818, -5.722111], [-1.188303, -2.148846, -4.867499], [-1.181120, -3.005165, -4.072329], [-3.366241, 1.591624, -6.118785], [-2.669876, 0.884090, -7.630060], [-1.723411, 1.625149, -6.391209], [-3.262473, -0.932955, -6.266936], [-2.842089, -0.105929, -4.734943], [-0.417646, -0.323837, -5.118989], [-0.611813, -1.206304, -6.610509], [-2.408157, 5.485594, 3.291395], [-3.529937, 5.885480, 2.285225], [-4.337039, 4.762293, 1.652182], [-3.421928, 3.748348, 1.019895], [-2.691121, 2.906672, 0.692102], [-2.285207, 6.289099, 3.997591], [-1.404154, 5.215102, 2.866821], [-2.777671, 4.635590, 3.834070], [-3.133250, 6.523975, 1.471171], [-4.267175, 6.524613, 2.763415], [-5.016654, 5.106533, 0.830425], [-4.803504, 4.223395, 2.433846], [1.156149, 3.792511, 2.470171], [1.507179, 2.745369, 3.563792], [0.409257, 1.654479, 3.751086], [0.747822, 0.796290, 4.838071], [1.025631, -0.032365, 5.631866], [1.115067, 3.404573, 1.446792], [1.914034, 4.582619, 2.560125], [0.273328, 4.194154, 2.789540], [1.722116, 3.171233, 4.552624], [2.410386, 2.212028, 3.327587], [0.351679, 1.028598, 2.866692], [-0.585334, 2.136358, 3.905018], [-1.676114, -6.291530, -2.084414], [-2.971875, -6.416626, -3.012343], [-4.304769, -6.496051, -2.309161], [-4.192427, -7.458281, -1.145045], [-4.177608, -7.995446, -0.127652], [-0.870854, -6.393879, -2.790183], [-1.792806, -7.076337, -1.337912], [-1.685361, -5.369914, -1.540225], [-2.897325, -7.275347, -3.652590], [-2.926300, -5.512655, -3.653915], [-5.159856, -6.805893, -2.923566], [-4.742432, -5.605033, -1.828588]], "atomic_forces_ev_per_a": [[0.67, -0.43, -0.60], [-1.51, 1.47, 2.08], [0.11, -0.13, -1.27], [0.42, -0.74, -0.87], [1.18, 0.98, -0.87], [-0.85, 0.81, 0.16], [0.34, -1.46, 1.25], [0.20, -0.85, 0.19], [-0.67, 0.40, 0.57], [-0.26, -0.41, 0.32], [-0.19, -0.02, 0.77], [0.39, -0.13, -0.54], [0.05, 0.23, 0.71], [0.70, 0.89, 0.13], [-0.24, -0.56, -1.73], [-0.20, -0.51, -1.02], [0.91, 1.03, 1.01], [-0.09, -0.25, 0.07], [-0.20, 0.01, 0.70], [0.01, 0.70, -1.82], [-0.14, -0.28, 0.19], [1.43, -0.90, -0.74], [0.04, 0.07, 0.25], [-0.05, 0.57, -0.78], [0.51, -0.11, 1.37], [-0.48, 0.12, -0.30], [0.32, 0.35, 0.68], [-0.73, -0.87, -0.05], [-0.28, 0.44, 1.00], [-1.27, -0.37, -0.66], [-0.34, 0.12, 0.03], [0.17, -1.77, 0.32], [-0.16, 1.89, -0.08], [-0.40, -0.70, 0.99], [-0.94, 1.24, -2.24], [1.41, -1.61, 0.72], [-0.51, -1.58, -0.99], [-0.73, 0.11, 0.10], [0.12, 0.62, 0.56], [1.08, 0.35, 0.56], [-0.04, -0.82, 0.07], [-0.30, 0.92, -0.03], [-0.07, -0.07, -0.34], [0.37, 0.49, 0.73], [0.20, 0.80, -0.34], [1.31, 0.24, 0.84], [-1.04, -1.85, 0.51], [-0.82, 0.09, -0.12], [0.06, 2.25, -0.45], [-0.36, 1.47, -0.97], [-1.03, -0.89, -1.75], [2.03, 0.76, 0.10], [0.01, -0.80, -0.33], [-0.13, -0.49, 0.38], [0.44, -0.76, 0.12], [-0.10, -0.29, 0.98], [-0.65, -0.19, 0.82], [0.83, 0.40, 0.42], [-0.09, -0.24, -0.68], [-0.36, 0.26, 0.08], [0.63, -0.61, -0.56], [-0.10, 1.77, 0.12], [-0.18, -0.43, 0.52], [-0.56, 0.12, 0.35], [-0.21, -0.65, 2.08], [-0.76, 1.25, 0.26], [1.11, 0.23, -0.18], [-0.59, -0.07, 0.43], [1.06, -0.67, -1.81], [-0.52, -0.19, -0.44], [0.30, 0.27, -0.99], [0.23, -0.88, -0.36], [0.20, -0.19, -0.18], [0.06, 0.37, 0.27], [-0.50, -0.38, 0.44], [0.08, -1.34, -0.58], [1.52, 1.17, -0.34], [0.55, 0.04, -0.03], [-0.71, 0.79, 1.65], [0.61, -0.62, -1.36], [0.89, 0.31, -0.05], [-1.09, 0.35, -0.17], [-0.14, 0.07, 0.34], [-0.48, -0.58, 0.35], [-0.27, 0.16, 0.09], [0.14, 0.01, 0.05], [-1.07, -0.37, 0.01], [-2.89, 1.01, -0.09], [-0.80, -1.12, 0.94], [1.08, 0.03, 2.09], [-0.07, -1.47, 1.54], [-0.35, 1.49, -1.74], [0.44, -0.49, -0.89], [0.03, -0.08, 0.11], [2.25, 1.13, 0.35], [0.42, -0.01, 0.42], [0.33, -0.19, -1.07], [-0.78, -0.31, -0.81], [-0.04, 0.00, -0.94], [-0.23, -0.17, -1.07], [0.86, 1.18, -0.85], [1.43, -0.40, -1.85], [0.47, -0.66, 0.38], [-0.93, 1.06, 0.20], [0.22, 0.32, 0.25], [-1.25, 0.43, 0.00], [-0.04, -0.58, 0.52], [0.08, -0.40, 0.48], [-0.04, 0.01, 0.43], [0.34, -0.17, 1.03], [-1.05, -0.63, 0.50], [2.74, -1.17, 0.93], [-0.30, -0.57, -0.28], [-0.23, 1.83, -0.68], [0.75, -3.59, 2.96], [-0.80, 2.72, -2.16], [-0.03, -0.06, 0.34], [-0.15, -0.14, -0.43], [-2.54, 1.24, 0.19], [-0.31, 0.44, -0.34], [0.56, -0.18, -0.36], [-0.20, -0.09, -0.24], [0.67, -0.40, 0.02], [-2.74, -1.06, -0.88], [1.18, 2.01, 0.14], [-0.90, -0.90, 1.71], [-0.72, 0.90, -0.25], [0.18, -0.21, -0.38], [0.73, -0.04, 0.37], [0.80, -0.24, -0.11], [0.20, 0.76, 0.00], [0.28, -0.47, -0.27], [-0.33, -0.54, 0.10], [0.52, -0.32, -0.24], [0.86, 0.19, -0.20]], "mulliken_charge": [-0.5218, 1.0074, -0.8413, -0.9544, 0.8100, -1.0063, -0.4188, 0.3149, 0.4068, 0.4401, -0.6779, 0.4490, 0.3066, -0.2033, 0.7867, -0.7798, 1.1059, -0.4347, -1.0345, -0.2372, -0.9741, 0.0734, 0.3419, 0.5074, 0.1089, 0.3854, 0.4218, 0.4133, 0.5767, -0.4150, -0.7517, 1.1014, -0.6011, -0.8283, -0.8078, 1.2609, -0.8475, 0.3396, 0.4781, 0.2155, 0.4321, -0.3385, -0.4885, 0.4066, 0.3472, -0.7813, 1.1920, -0.5810, 0.2807, -0.3341, -0.8116, -0.8032, 0.5657, -0.6973, 0.1428, 0.3403, 0.4100, 0.3098, 0.3595, 0.4274, -0.3957, 0.2662, -0.1886, 0.2811, -0.7039, -0.1173, -0.4456, 0.8451, -0.8760, 0.5780, -0.1604, 0.2661, 0.1339, -0.0006, 0.2795, -1.2133, -0.6263, 0.3633, 0.0144, -0.4918, 0.4223, 0.3584, 0.2159, 0.4533, 0.2565, -0.3068, 0.5128, -1.4897, 0.0315, -0.1365, 0.1043, -0.4437, 0.3567, 0.3419, 0.4091, 0.3562, 0.0202, 0.0500, 0.5559, -0.5974, -0.4989, -0.5774, 0.2492, -0.2576, 0.4486, -0.3145, 0.2519, 0.2693, 0.4346, 0.3520, 0.2776, -0.1126, -0.9578, 2.1077, -0.1096, -0.6964, -0.0260, 0.4802, -0.3635, 0.4695, 0.4256, -0.9402, -0.0893, -0.9776, -0.4300, -0.3725, 0.2190, -0.4630, 0.2675, 0.5581, 0.1063, 0.3483, 0.1781, 0.3450, 0.2248]}